ORCA calculation (the ωB97M-V functional and the def2-TZVPD basis) on a structure of composition C23H39Cl3N3O3SSiV in a non-equilibrium geometry.

Calculated values
energy	-4302.0161	Eh
expectation value of S²	2.02
gap between HOMO and LUMO (spin up / spin down)	2.899 / 3.414	eV
HOMO level (spin up / spin down)	-3.95 / -4.01	eV
ΔE to the lowest compared entry with this formula, charge and spin	711.8	kJ/mol
multiplicity	3

Atoms and positions in Å:
C1 0.10422 4.35137 1.71153
C2 -0.36824 3.36823 0.66407
H1 -0.24898 5.36808 1.51546
H2 1.19601 4.37174 1.74433
H3 -0.28450 4.07971 2.69616
C3 -0.76927 3.81652 -0.59083
C4 -0.81774 5.22023 -1.03932
H4 -1.06403 3.06161 -1.29925
H5 0.18986 5.63233 -1.20290
H6 -1.33305 5.88741 -0.33087
H7 -1.37311 5.26739 -1.98679
V1 2.20515 -2.52691 1.69106
Cl1 1.20557 -2.82568 3.64588
Cl2 4.24006 -2.69354 0.82292
C5 -1.79511 -2.41440 0.45607
O1 -0.71424 -2.13532 -0.06954
N1 -2.78296 -3.05878 -0.21212
C6 -2.63198 -3.32599 -1.63024
C7 -4.07526 -3.27640 0.39760
H8 -2.04019 -2.20358 1.52475
H9 -1.69425 -3.87110 -1.79625
H10 -2.60225 -2.39064 -2.21118
H11 -3.49486 -3.93129 -1.92863
H12 -3.92617 -3.41127 1.47432
H13 -4.51013 -4.17967 -0.04077
H14 -4.75312 -2.42140 0.24776
H15 2.21158 2.09439 -1.62314
H16 -0.01130 2.54158 -3.32534
C8 2.32810 1.30779 -2.38273
C9 0.26723 1.56205 -3.74127
N2 1.01793 0.78579 -2.75221
H17 2.91118 0.47243 -1.99501
C10 0.77445 -0.55815 -2.56386
O2 1.53648 -1.32535 -1.97024
H18 -0.64752 1.02877 -4.03120
H19 -0.19523 -0.89833 -2.97330
H20 2.80981 1.74107 -3.26501
H21 0.88260 1.74194 -4.63564
O3 0.47160 2.06670 0.69541
C11 -0.85490 1.98716 1.16582
C12 -1.59204 0.86008 -0.92906
C13 -1.83777 1.20480 0.40302
H22 -0.59404 1.07020 -1.30819
C14 -2.62948 0.41213 -1.74108
H23 -0.93220 1.90527 2.25571
C15 -3.08950 0.92401 0.96817
H24 -2.43845 0.25182 -2.80120
C16 -3.89864 0.20154 -1.19221
C17 -4.11385 0.43246 0.17026
H25 -3.22083 1.11771 2.03207
H26 -4.71556 -0.12344 -1.83807
H27 -5.09679 0.26442 0.61607
Si1 2.89906 0.75338 1.88344
Cl3 1.29628 -0.73835 0.95570
C18 4.26876 0.97809 0.62711
C19 3.46049 -0.40374 3.28071
C20 2.31018 2.28652 2.66841
H28 3.89648 1.10487 -0.39677
H29 4.96937 0.12588 0.64808
H30 4.82447 1.88814 0.91365
H31 2.48402 3.12479 1.99472
H32 2.90736 2.45639 3.56854
H33 1.26558 2.20817 2.96610
H34 2.68470 -0.40681 4.06456
H35 4.37801 0.01317 3.73545
H36 3.69241 -1.46107 2.99376
S1 0.47118 -5.52527 -1.14265
C21 0.62541 -6.19494 0.46441
C22 1.13030 -5.25172 1.32453
N3 1.35178 -4.00623 0.72967
C23 1.00237 -4.01542 -0.59449
H37 0.39547 -7.22586 0.70783
H38 1.35192 -5.36314 2.38161
H39 1.13011 -3.17439 -1.26532